(one)
DFT (wB97M-V/def2-TZVPD) results for a gas-phase ion, C4H11N2 (charge +1).

Output
Net charge   +1
SMILES   NCC/C=C/[NH3+]
2S+1   1
HOMO-LUMO gap   9.76 eV

```
17
C4H11N2 | OMol25 | wB97M-V/def2-TZVPD
C -1.759 0.034 -0.982
C -0.704 -0.999 -0.584
C 0.598 -0.310 -0.309
C 1.408 -0.617 0.685
N 2.432 0.344 1.138
N -1.706 1.131 0.013
H -1.411 0.370 -1.992
H -2.749 -0.427 -1.125
H -1.035 -1.497 0.344
H -0.645 -1.736 -1.416
H 0.705 0.380 -1.142
H 1.209 -1.419 1.380
H 2.493 1.124 0.479
H 3.426 0.094 1.266
H 2.279 0.612 2.119
H -2.525 0.943 0.594
H -2.015 1.974 -0.468
```


(two)
DFT (wB97M-V/def2-TZVPD) results for a gas-phase ion, C4H11N2 (charge +1).

Output
Net charge   +1
SMILES   CC/C([NH3+])=C/N
2S+1   1
HOMO-LUMO gap   10.03 eV

```
17
C4H11N2 | OMol25 | wB97M-V/def2-TZVPD
C -1.927 -0.790 0.989
C -0.806 -1.206 0.001
C 0.266 -0.153 -0.353
C 0.107 1.202 -0.471
N 1.154 2.113 -0.565
N 1.690 -0.559 -0.177
H -1.502 -0.608 1.970
H -2.454 0.095 0.552
H -2.710 -1.685 1.177
H -1.325 -1.367 -1.004
H -0.297 -2.137 0.295
H -0.872 1.681 -0.508
H 1.613 2.266 -1.445
H 0.884 2.998 -0.212
H 2.101 -1.359 -0.725
H 1.846 -0.757 0.807
H 2.233 0.267 -0.330
```


(two) ends up most stable, edging out the next structure by 32.3 kJ/mol.


(one)
DFT (wB97M-V/def2-TZVPD) results for a gas-phase ion, C4H11N2 (charge +1).

Output
Net charge   +1
SMILES   CC/C([NH3+])=C/N
2S+1   1
HOMO-LUMO gap   9.15 eV

```
17
C4H11N2 | OMol25 | wB97M-V/def2-TZVPD
C 0.127 1.853 -1.230
C 0.858 0.564 -0.835
C 0.096 -0.318 0.128
C 0.688 -0.950 1.162
N 0.194 -1.979 1.898
N -1.388 -0.321 -0.079
H -0.700 1.607 -1.908
H -0.182 2.618 -0.521
H 0.793 2.417 -1.892
H 1.766 0.847 -0.309
H 1.029 0.024 -1.766
H 1.655 -0.574 1.480
H -0.399 -2.644 1.456
H 0.658 -2.253 2.736
H -1.634 -0.221 -1.070
H -1.764 0.496 0.417
H -1.795 -1.165 0.332
```


(two)
DFT (wB97M-V/def2-TZVPD) results for a gas-phase ion, C4H11N2 (charge +1).

Output
Net charge   +1
SMILES   CC/[NH+]=C(/C)N
2S+1   1
HOMO-LUMO gap   12.35 eV

```
17
C4H11N2 | OMol25 | wB97M-V/def2-TZVPD
C 0.615 -0.894 0.101
C 1.062 -2.074 -0.645
C -1.575 1.834 -0.166
C -0.124 1.655 0.124
N 0.513 -0.994 1.440
N 0.336 0.137 -0.617
H 1.780 -1.909 -1.530
H 0.199 -2.515 -1.030
H 1.541 -2.868 -0.080
H -1.866 2.778 -0.531
H -1.903 1.082 -0.918
H -2.188 1.680 0.742
H 0.051 1.404 1.225
H 0.474 2.473 -0.259
H 0.702 -1.797 1.988
H 0.047 -0.163 1.757
H 0.336 0.171 -1.601
```


(three)
DFT (wB97M-V/def2-TZVPD) results for a gas-phase ion, C4H11N2 (charge +1).

Output
Net charge   +1
SMILES   CN1C[C@H]1C[NH3+]
2S+1   1
HOMO-LUMO gap   10.06 eV

```
17
C4H11N2 | OMol25 | wB97M-V/def2-TZVPD
C 0.083 0.918 -0.814
C -0.924 0.311 0.117
C 1.023 1.756 1.297
C -1.209 -1.181 0.122
N 0.848 0.666 0.416
N 0.120 -1.910 -0.350
H 0.313 0.407 -1.775
H -0.075 1.972 -0.935
H -1.564 0.758 0.793
H 1.248 2.741 0.851
H 0.169 1.969 1.898
H 1.722 1.403 2.014
H -2.040 -1.458 -0.482
H -1.512 -1.409 1.202
H 0.220 -2.678 0.276
H 0.902 -1.126 -0.189
H -0.128 -2.222 -1.328
```


(two) ends up most stable, edging out the next structure by 24.7 kJ/mol.


(one)
DFT (wB97M-V/def2-TZVPD) results for a gas-phase ion, C4H11N2 (charge +1).

Output
Net charge   +1
SMILES   NCC/C=C/[NH3+]
2S+1   1
HOMO-LUMO gap   8.75 eV

```
17
C4H11N2 | OMol25 | wB97M-V/def2-TZVPD
C 0.350 0.762 1.999
C -0.578 -0.101 1.126
C -0.024 -0.533 -0.192
C -0.851 -0.697 -1.210
N -0.271 -0.996 -2.584
N 1.244 1.515 1.121
H 0.899 0.130 2.711
H -0.252 1.388 2.682
H -1.512 0.440 0.873
H -0.683 -1.042 1.695
H 1.042 -0.698 -0.189
H -1.887 -0.937 -1.071
H -0.934 -1.286 -3.315
H 0.182 -0.161 -2.950
H 0.306 -1.842 -2.590
H 0.815 1.778 0.246
H 1.577 2.349 1.587
```


(two)
DFT (wB97M-V/def2-TZVPD) results for a gas-phase ion, C4H11N2 (charge +1).

Output
Net charge   +1
SMILES   C=C(N)CC[NH3+]
2S+1   1
HOMO-LUMO gap   9.31 eV

```
17
C4H11N2 | OMol25 | wB97M-V/def2-TZVPD
C -0.875 -0.425 1.141
C -0.544 0.873 0.449
C 0.048 0.563 -0.912
C -0.675 0.330 -2.005
N 1.459 0.449 -0.866
N 0.427 -1.222 1.315
H -1.324 -0.322 2.126
H -1.463 -1.093 0.520
H -1.394 1.543 0.376
H 0.227 1.405 1.018
H -0.140 -0.014 -2.880
H -1.742 0.477 -2.059
H 1.862 1.229 -0.360
H 1.887 0.404 -1.788
H 0.573 -1.582 2.262
H 0.442 -1.972 0.624
H 1.233 -0.642 1.039
```


(two) ends up most stable, edging out the next structure by 122.3 kJ/mol.


(one)
DFT (wB97M-V/def2-TZVPD) results for a single C5H10NP molecule.

Output
SMILES   [H]/N=C(C)/C(C)=P/C
2S+1   1
HOMO-LUMO gap   9.55 eV

```
17
C5H10NP | OMol25 | wB97M-V/def2-TZVPD
C -0.949 0.926 1.137
C -0.026 0.094 -0.144
C -0.384 0.621 2.470
C -0.428 0.599 -1.464
C 1.800 -1.878 -1.094
N -1.837 1.732 0.783
P 0.942 -1.086 0.347
H -0.659 -0.293 3.023
H 0.664 0.520 2.329
H -0.549 1.418 3.244
H -1.392 0.920 -1.276
H -0.496 -0.178 -2.351
H 0.130 1.401 -1.849
H 1.233 -2.628 -1.584
H 1.956 -1.137 -1.787
H 2.747 -2.392 -0.897
H -2.027 2.346 1.496
```


(two)
DFT (wB97M-V/def2-TZVPD) results for a single C5H10NP molecule.

Output
SMILES   [H]/P=N\[C@H](C)/C=C\C
2S+1   1
HOMO-LUMO gap   8.60 eV

```
17
C5H10NP | OMol25 | wB97M-V/def2-TZVPD
C -0.772 0.326 -0.167
C 0.200 -0.265 0.902
C -1.041 -0.081 -1.404
C 1.537 0.616 0.764
C -0.406 -1.315 -2.015
N -0.339 -0.140 2.156
P -0.955 0.997 3.027
H -0.718 2.248 2.237
H -1.270 1.196 0.261
H 0.398 -1.318 0.676
H -1.784 0.444 -1.914
H 2.276 0.392 1.618
H 1.484 1.611 0.596
H 2.201 0.276 -0.124
H -0.958 -1.628 -2.994
H -0.484 -2.246 -1.430
H 0.632 -1.113 -2.190
```


(two) ends up most stable, edging out the next structure by 6.8 kJ/mol.


(one)
DFT (wB97M-V/def2-TZVPD) results for 2 unconnected molecules or ions with the total composition C2H4Br2.

Output
SMILES   C=CBr.Br
2S+1   1
HOMO-LUMO gap   10.42 eV

```
8
C2H4Br2 | OMol25 | wB97M-V/def2-TZVPD
C -0.088 -1.610 1.048
C 0.350 -1.127 -0.094
Br 0.493 0.722 -0.409
Br -0.879 3.934 -1.826
H -0.002 3.445 -0.854
H -0.403 -0.974 1.858
H -0.148 -2.673 1.210
H 0.678 -1.718 -0.933
```


(two)
DFT (wB97M-V/def2-TZVPD) results for 2 unconnected molecules or ions with the total composition C2H4Br2.

Output
2S+1   1
HOMO-LUMO gap (spin up / spin down)   8.44 / 7.98 eV

```
8
C2H4Br2 | OMol25 | wB97M-V/def2-TZVPD
C 0.098 -1.710 -0.051
C 0.220 1.828 0.001
Br -1.047 -3.086 -0.068
Br -1.567 1.877 0.122
H -0.285 -0.668 0.040
H 1.082 -1.907 -0.522
H 0.764 2.767 0.206
H 0.735 0.898 0.272
```


(one) ends up most stable, edging out the next structure by 317.3 kJ/mol.


(one)
DFT (wB97M-V/def2-TZVPD) results for a single C2H5NOS2 molecule.

Output
SMILES   O=CN(S)CS
2S+1   1
HOMO-LUMO gap   9.96 eV

```
11
C2H5NOS2 | OMol25 | wB97M-V/def2-TZVPD
C -1.898 0.141 0.337
C 0.380 0.955 -0.435
N -0.626 -0.247 -0.031
O -2.249 1.252 0.564
S 1.903 0.666 0.520
S -0.277 -1.863 -0.337
H -2.640 -0.626 0.489
H 0.464 0.891 -1.574
H -0.017 2.003 -0.212
H 2.036 -0.640 -0.018
H 0.422 -2.176 0.952
```


(two)
DFT (wB97M-V/def2-TZVPD) results for a single C2H5NOS2 molecule.

Output
SMILES   CSC(=S)NO
2S+1   1
HOMO-LUMO gap   9.22 eV

```
11
C2H5NOS2 | OMol25 | wB97M-V/def2-TZVPD
C 2.091 0.574 0.104
C -0.528 -0.218 0.033
H 3.030 0.269 -0.457
H 1.653 1.480 -0.587
H 2.135 0.777 1.249
H -1.530 -1.964 0.333
H -2.650 0.399 -0.083
N -1.569 -1.004 0.037
O -2.824 -0.640 -0.150
S 1.128 -1.037 -0.280
S -0.935 1.365 -0.198
```


(three)
DFT (wB97M-V/def2-TZVPD) results for a single C2H5NOS2 molecule.

Output
SMILES   CSC(=S)NO
2S+1   1
HOMO-LUMO gap   9.51 eV

```
11
C2H5NOS2 | OMol25 | wB97M-V/def2-TZVPD
C 1.092 0.197 0.016
C -1.555 -0.430 -0.002
N 2.199 1.052 -0.092
O 3.384 0.632 0.388
S 1.050 -1.263 0.811
S -0.406 0.892 -0.658
H -1.585 -0.278 1.067
H -1.145 -1.391 -0.280
H -2.532 -0.079 -0.451
H 2.162 1.861 -0.770
H 3.210 -0.259 0.668
```


(one) ends up most stable, edging out the next structure by 67.6 kJ/mol.


(one)
DFT (wB97M-V/def2-TZVPD) results for a single C6H11N3O4S2 molecule.

Output
SMILES   C[C@@]1(S(N)(=O)=O)C=NC=C[C@H]1S(N)(=O)=O
2S+1   1
HOMO-LUMO gap   8.98 eV

```
26
C6H11N3O4S2 | OMol25 | wB97M-V/def2-TZVPD
C 0.539 -1.596 0.177
C -0.392 -0.494 -0.031
C 1.578 -1.406 1.017
C 0.990 0.734 1.522
C 0.339 0.820 0.185
C -0.573 2.004 -0.147
N 1.620 -0.317 1.877
N -2.116 -2.508 0.552
N 0.909 1.092 -2.394
O -1.684 -0.546 2.377
O -3.018 -0.142 0.311
O 2.571 2.204 -0.867
O 2.590 -0.171 -1.103
S -1.913 -0.819 0.967
S 1.794 0.980 -1.033
H 0.194 -2.457 -0.355
H -0.722 -0.559 -1.123
H 2.235 -2.218 1.317
H 0.990 1.622 2.204
H -1.224 2.024 0.698
H -1.204 1.771 -0.910
H -0.090 3.042 -0.307
H -2.823 -2.457 -0.184
H -2.507 -3.139 1.229
H 0.894 1.996 -2.779
H 1.022 0.540 -3.200
```


(two)
DFT (wB97M-V/def2-TZVPD) results for a single C6H11N3O4S2 molecule.

Output
SMILES   C/C(=C/C=C\N=C\S(N)(=O)=O)S(N)(=O)=O
2S+1   1
HOMO-LUMO gap   8.97 eV

```
26
C6H11N3O4S2 | OMol25 | wB97M-V/def2-TZVPD
C 1.207 -2.224 0.031
C 1.310 -1.173 -0.937
C 0.245 -2.381 0.932
C -1.354 -0.607 0.641
C 1.074 0.122 -0.747
C 0.937 1.166 -1.774
N -0.964 -1.797 0.758
N -3.333 1.198 0.680
N 2.808 1.425 0.751
O -2.565 -0.035 -1.482
O -4.021 -1.242 0.185
O 0.417 1.893 1.092
O 1.372 -0.166 2.027
S -3.009 -0.256 -0.090
S 1.307 0.767 0.951
H 1.964 -3.002 -0.001
H 1.424 -1.594 -2.034
H 0.276 -3.298 1.512
H -0.871 0.323 0.855
H 1.615 1.104 -2.550
H 0.852 2.166 -1.200
H -0.074 0.881 -2.271
H -4.287 1.219 1.097
H -2.928 1.986 0.220
H 2.849 2.298 0.291
H 3.750 1.228 1.063
```


(one) ends up most stable, edging out the next structure by 104.4 kJ/mol.